# C66H174N12O21

A 15-piece molecular cluster, C66H174N12O21 overall at a distorted geometry (wB97M-V/def2-TZVPD, the Open Molecules 2025 dataset).

Each line ends with the Löwdin charge.
Positions of all 273 atoms, in Å:
H  -9.845096  -4.596598  -2.447463  0.11
H  -6.661421  6.339187  -8.474696  0.11
H  6.808567  2.225366  -6.534294  0.07
O  2.417329  9.468028  -4.259008  -0.16
H  -1.168235  4.720538  -8.061695  0.12
C  -2.290599  13.388161  5.396620  -0.11
H  -1.783406  -1.291162  1.864262  0.12
H  6.767603  0.232406  -7.769879  0.14
H  -9.505216  -3.623444  -0.958189  0.12
H  -0.141798  7.563976  -7.698254  0.06
C  -8.888074  -6.293673  -0.657768  -0.10
H  -1.294908  -3.508747  1.180787  0.08
H  7.653320  0.528609  7.267007  0.09
H  2.481603  11.504000  -4.255167  0.12
H  -0.667679  -0.280464  9.802051  0.09
H  1.844606  11.780287  2.544955  0.10
H  -1.885176  3.884130  10.835047  0.14
H  5.134775  1.936741  -5.909733  0.09
H  1.797444  6.884167  -8.531132  0.08
H  -1.157666  -3.955638  -5.209913  0.12
O  6.264434  -5.566422  5.369518  -0.18
H  -6.872343  4.567846  -4.913477  0.11
H  -1.501070  -6.602127  12.206962  0.13
H  4.304471  0.782054  -7.837285  0.06
H  3.105835  11.139252  5.126655  0.12
H  -1.462401  -0.814633  -5.876961  0.08
H  5.195722  -3.569385  2.871430  0.12
O  0.403659  3.960955  -9.223743  -0.18
H  0.225123  -4.256679  -6.236529  0.12
C  -0.613031  -7.001143  11.716803  -0.25
H  -0.111277  4.058505  12.288652  0.07
O  7.851457  -0.235741  -5.297021  -0.21
H  0.412868  -8.889383  11.888651  0.12
H  6.472188  -1.491922  2.512488  0.12
H  -0.275004  12.752863  2.272508  0.12
C  -4.943728  -10.840508  -3.594373  -0.09
H  -8.368713  -1.506388  -5.464051  0.12
O  -6.851129  4.538371  -7.587582  -0.21
C  6.382513  -1.445629  3.597813  -0.21
C  4.335618  10.857650  -5.006824  -0.46
C  3.399328  -11.062869  0.216747  -0.21
N  -0.020059  4.445721  11.360300  0.03
H  -8.144751  -4.090147  -5.757923  0.12
O  2.961158  10.121862  3.324741  -0.22
H  3.558121  2.844757  -0.662735  0.08
C  -1.719243  -13.293810  0.677858  -0.11
H  7.850524  -0.730122  -3.283355  0.08
N  -7.691656  -3.559571  -3.823576  -0.05
H  -9.598571  -6.795536  -1.314612  0.08
H  0.358996  10.636344  3.835098  0.12
H  -8.151014  -7.028230  -0.333344  0.08
H  -6.033687  -10.836800  -3.586788  0.07
H  4.978295  -5.746725  3.841063  0.12
C  5.843669  1.752385  -6.716934  -0.10
H  6.256223  9.815916  -5.488557  0.07
H  -9.524646  -4.203652  -4.662850  0.09
H  0.759400  -7.927126  13.874085  0.06
C  -0.266950  3.489813  -10.356445  -0.12
O  -6.985589  -8.558328  7.644716  -0.06
C  7.315947  -0.368550  4.142274  -0.22
H  4.192191  -7.380061  -1.318129  0.08
H  -1.061334  14.656351  3.500215  0.12
C  -0.851685  4.380456  9.059188  -0.05
C  -5.832205  3.791330  -1.305324  -0.12
H  -1.240836  0.023040  11.491651  0.09
H  -2.320655  -0.422665  10.203733  0.09
H  5.883161  -0.242919  -4.799400  0.12
H  8.243003  -2.048834  -4.344255  0.08
H  -7.465446  2.887228  -8.666543  0.09
H  0.235736  -4.178156  1.809578  0.09
H  0.176208  0.014277  3.972339  0.11
C  -6.097230  6.523801  -6.383145  -0.20
C  -0.762532  -1.303976  -5.199608  -0.08
H  -0.338148  -12.231940  2.495023  0.12
H  -5.116100  -7.759662  7.654159  0.11
H  -2.417544  -2.955359  -7.207109  0.13
H  -3.264278  -9.650990  -2.998643  0.11
O  -8.179094  -5.206765  -1.292065  -0.20
H  6.921992  0.553264  3.714309  0.12
H  -0.216219  1.950139  11.408261  0.11
C  11.037509  4.516933  -1.299134  -0.08
C  -0.585275  -3.553166  -6.045663  -0.20
O  -1.317959  12.908946  4.491281  -0.20
H  -6.036862  3.527407  -9.238522  0.09
H  0.826586  8.566765  -3.327230  0.09
H  -1.984209  -13.637866  1.677615  0.09
H  -0.032403  -7.900419  8.634683  0.08
C  -8.648054  -3.608791  -4.919413  -0.20
H  -4.668972  -9.660444  -1.849596  0.11
H  1.175638  7.834666  -9.929224  0.08
H  7.664720  -7.075600  4.841523  0.08
H  -5.874480  7.568455  -6.600359  0.11
H  2.890476  4.155315  0.192514  0.08
H  -1.332130  3.287669  -10.244137  0.09
O  -5.006341  -8.499014  -3.371327  -0.07
C  1.269778  6.844180  -9.484064  -0.05
H  -0.374473  -2.146032  -8.027831  0.06
C  6.894682  -6.789972  5.558160  -0.14
N  -0.313764  0.918099  2.141058  -0.09
C  7.726568  0.762583  6.204939  -0.09
H  7.143450  1.656197  5.982399  0.08
H  -2.664897  14.404850  5.276908  0.08
H  4.962950  8.694478  -5.205497  0.07
N  6.704925  -2.820111  4.075421  -0.07
H  4.719165  9.774209  4.349877  0.08
C  -0.658540  0.056808  3.272711  -0.20
C  -5.193865  -9.749937  6.682706  -0.09
O  -0.927134  -7.121778  10.391063  -0.19
C  -4.348571  -9.622976  -2.890761  -0.34
H  1.018341  3.943371  1.593185  0.11
H  -1.953969  -14.054118  -0.067082  0.09
C  3.151603  10.667735  -4.055545  -0.23
H  -0.241916  2.666504  3.301398  0.11
C  -1.435523  0.171997  10.429576  -0.15
H  -1.455787  0.607304  3.772163  0.11
H  -1.810590  13.446614  6.373490  0.08
C  0.842639  2.909379  1.296367  -0.21
H  8.733761  0.939190  5.827467  0.08
H  1.829258  3.379907  -1.019982  0.08
H  -8.914432  -2.293575  -2.616735  0.12
C  -5.772248  -8.349911  7.014494  -0.33
C  8.400009  -0.981200  -4.190613  -0.09
H  0.866216  10.253716  -2.939462  0.08
H  -4.277935  4.531874  -3.213366  0.12
H  1.822727  6.152086  -10.119173  0.08
C  -9.165168  -2.250540  -5.465099  -0.20
H  -2.632280  -8.785189  12.537685  0.08
H  3.350190  -8.282503  -2.612008  0.09
C  -0.139434  6.323118  -9.204064  -0.46
H  11.818669  3.903623  -1.748294  0.07
H  0.791029  11.705056  5.248463  0.12
H  0.085533  4.130000  8.562216  0.08
C  -0.547646  2.287805  10.426308  -0.20
C  -1.157532  -1.371774  2.753009  -0.16
H  -4.130844  -9.692828  6.448592  0.06
H  -5.076274  2.952992  -3.555211  0.11
C  3.732781  -10.133686  -0.952673  -0.19
H  -5.034289  4.402171  -0.883076  0.08
C  2.355457  10.549627  4.599998  -0.20
H  -9.446649  -5.908896  0.195489  0.08
H  10.472528  6.709904  -1.104444  0.11
H  0.277638  2.073025  9.747438  0.13
N  -0.161225  -8.333391  13.787558  0.02
H  -5.083246  5.604860  -8.103310  0.12
C  -5.190552  4.036940  -3.545442  -0.21
O  -1.712294  1.504239  10.136413  -0.17
O  12.382216  6.384125  -1.617216  -0.09
H  -0.140101  4.239201  -11.137741  0.08
H  -0.611190  6.149716  -10.171267  0.12
H  1.603057  -10.227131  0.211462  0.10
H  1.050739  -7.618127  9.942551  0.08
C  -6.100556  5.757678  -7.743003  -0.19
C  1.508343  9.399115  -3.152610  -0.12
H  -5.663664  -10.284013  5.856782  0.07
H  -1.278144  -1.738832  -4.343371  0.09
C  -0.881606  3.747739  10.432132  -0.47
O  0.034210  -2.299757  -5.879417  -0.21
H  6.616129  -5.484260  3.275535  0.12
H  -7.611549  4.440548  -9.450030  0.09
H  0.149801  14.389564  4.718222  0.13
H  1.971662  -12.749519  1.566144  0.13
H  -0.361672  5.389149  11.475850  0.07
H  3.980079  10.841906  -6.037086  0.14
H  -5.404499  3.834169  -5.622297  0.10
H  -2.523370  -4.981710  -8.775201  0.07
C  0.168315  -7.207520  9.451813  -0.07
H  -5.254751  6.574044  -4.469679  0.09
C  11.044566  6.025186  -1.730572  -0.31
C  6.496594  -0.489264  -5.666069  -0.18
H  8.316517  -0.659200  3.822127  0.12
H  5.459314  2.258930  -7.602255  0.07
H  7.263101  -6.753870  6.583375  0.09
H  10.129672  3.953957  -1.515889  0.06
H  4.717778  9.203697  2.675023  0.09
H  -4.620160  -11.831279  -3.275346  0.07
H  3.832696  -10.556898  1.079469  0.11
H  -1.587223  7.156346  -7.919829  0.06
H  7.019574  -2.883696  5.033046  0.10
H  0.076824  2.976558  0.523637  0.12
H  -7.479530  -2.882209  -1.869753  0.12
C  1.095044  11.305242  4.281082  -0.21
H  4.526411  12.807890  -5.163965  0.07
O  -10.125514  -1.558819  -4.675930  -0.22
C  -0.442260  13.883444  3.955710  -0.24
C  3.262205  -7.869696  -1.607040  -0.12
N  -5.285156  5.958357  -5.269750  -0.06
C  0.396336  2.163689  2.574825  -0.18
H  2.476948  -7.115373  -1.557285  0.09
H  -5.578689  -8.201451  -2.660350  0.08
N  1.945294  -11.175097  0.277283  -0.06
H  -0.551433  -11.050282  1.374354  0.12
N  4.766843  -0.022869  -7.439273  0.01
H  0.177985  -6.281474  11.927699  0.13
C  -5.782341  4.570662  -4.913141  -0.15
O  7.112848  -0.378131  5.570190  -0.21
H  6.411977  -1.566370  -5.810277  0.12
H  -2.520353  -5.475655  -7.121255  0.07
H  -4.664798  -10.741839  -4.643451  0.07
H  0.395874  5.050958  -7.546095  0.12
H  -1.651784  -1.785611  3.631969  0.11
H  11.213515  4.477480  -0.224155  0.07
H  3.676356  8.375215  3.861446  0.09
C  -1.725442  -9.294746  12.211972  -0.05
O  -0.054838  -2.225449  2.295508  -0.20
H  5.708018  9.611732  -3.890963  0.07
H  -0.119700  -9.293658  14.097827  0.06
H  -5.759555  -7.821130  6.061434  0.10
O  -6.210573  4.191675  -2.605711  -0.21
H  -5.576831  2.732018  -1.277884  0.08
H  -0.115746  -3.627233  -8.630303  0.07
H  -9.493013  -2.326100  -6.501877  0.11
H  0.957579  14.026484  2.348641  0.12
H  -1.050793  -5.596447  -8.005996  0.07
H  2.019677  9.681480  5.167155  0.12
H  -3.170429  12.775855  5.594348  0.09
C  1.489564  -11.774073  1.501438  -0.22
H  10.736322  6.188505  -2.763247  0.10
H  1.264831  1.877700  3.168150  0.11
H  -0.861813  5.459063  9.216061  0.07
C  5.898349  -5.198830  4.044571  -0.21
C  -6.974850  3.852888  -8.788696  -0.14
H  -11.937955  -1.554418  -3.755449  0.09
C  -9.079691  -4.190063  -1.786420  -0.22
H  -1.693878  -10.248279  12.739124  0.07
H  0.372455  -6.281590  8.914148  0.08
H  12.794816  6.107608  -2.438732  0.08
H  -1.788001  -9.477653  11.139245  0.07
C  2.607804  3.212480  -0.275724  -0.09
H  5.410693  -1.132387  3.979302  0.11
H  2.021124  9.247152  -2.202838  0.08
C  -8.272090  -3.172337  -2.559520  -0.23
H  -5.205049  -10.485295  7.487205  0.07
C  -1.506443  -3.541149  -7.328943  -0.43
H  4.786058  -9.957240  -1.170788  0.12
H  -6.699659  3.882668  -0.651659  0.09
O  3.036208  -8.886046  -0.679864  -0.22
N  1.489114  12.344846  3.303247  -0.05
H  -1.746973  4.125172  8.492267  0.08
H  3.394922  10.825718  -3.004864  0.12
C  -0.457999  -8.408296  12.333898  -0.42
N  5.097865  12.030713  -4.864754  0.03
C  5.572805  -3.715819  3.883593  -0.22
H  1.735698  -11.082214  2.306962  0.12
H  0.147976  2.561499  -10.749104  0.09
C  -11.431273  -2.131434  -4.529019  -0.09
C  6.064309  0.266976  -6.937848  -0.43
H  -7.238128  -4.449854  -3.675940  0.10
C  0.433809  13.263442  2.924423  -0.22
C  5.340080  9.675025  -4.915027  -0.06
C  -1.920650  -4.954384  -7.867406  -0.07
N  -0.833428  -2.939138  -8.452641  0.03
H  3.363330  -10.518870  -1.903061  0.12
O  -0.345526  -12.997790  0.622279  -0.16
C  -0.587415  -3.492286  2.009815  -0.15
C  4.103287  9.333581  3.565884  -0.12
H  6.281954  -7.689750  5.502790  0.08
H  4.842295  -3.382945  4.620926  0.12
O  2.062309  2.341449  0.754843  -0.21
H  -12.010499  -2.023480  -5.446048  0.08
C  0.002448  -11.981884  1.490254  -0.28
H  -0.124904  -0.523654  -4.784127  0.08
H  0.360930  0.372106  1.624530  0.10
H  9.479954  -0.833834  -4.179904  0.09
H  5.325947  12.283913  -3.913975  0.08
H  -11.404298  -3.180525  -4.234419  0.07
H  -1.113785  -3.926089  2.860021  0.08
H  -7.127298  6.612259  -6.037821  0.11
H  3.947537  -11.998290  0.104676  0.12
H  -2.359725  -12.444985  0.438328  0.08
N  -0.772223  7.391206  -8.468200  0.03
H  4.175864  -0.259804  -6.655242  0.07
H  -6.989510  -8.027834  8.444812  0.09
C  -0.187147  4.973276  -8.463787  -0.21

Force components x, y, z for each atom (eV/Å):
H -0.3 -0.4 0.2
H 0.2 0.5 -0.1
H 0.0 0.5 0.5
O -0.3 0.8 1.3
H -0.6 -0.1 -0.6
C 0.7 0.6 1.6
H -0.6 0.4 0.4
H 0.5 -0.8 0.3
H -0.4 -0.3 0.3
H 0.5 0.6 0.1
C 0.5 0.8 -0.2
H 0.0 0.2 -0.3
H 0.4 0.3 0.0
H -0.4 0.3 -0.1
H 0.5 0.3 0.1
H 0.0 0.6 -0.5
H -0.6 -0.6 -0.3
H 0.1 0.0 0.2
H 0.2 0.3 0.0
H 0.0 0.5 0.5
O 0.2 1.1 -0.5
H 0.0 -0.4 0.3
H -0.1 0.3 0.0
H 0.3 -0.1 -0.1
H -0.2 0.1 0.2
H -0.2 -0.2 -0.1
H -0.2 -0.1 0.0
O 0.5 -1.3 0.6
H 0.1 -0.1 -0.1
C -0.9 -0.9 1.7
H 0.1 -0.3 0.1
O 0.6 0.4 -0.4
H -0.2 -0.3 -0.7
H -0.4 0.3 -0.1
H -0.2 0.0 -0.5
C 0.1 -0.1 -0.8
H 0.4 -0.3 -0.1
O 1.0 0.2 0.6
C 0.7 -1.0 1.2
C 0.7 -3.3 -0.5
C 0.3 1.1 -0.9
N 1.1 0.5 0.3
H -0.1 -0.1 -0.1
O -0.5 0.9 0.9
H -0.4 -0.6 -0.1
C -0.1 -0.2 -0.2
H 0.4 0.3 0.3
N -0.4 0.6 0.0
H 0.0 0.1 -0.3
H -0.3 -0.2 0.4
H 0.0 0.2 0.1
H 0.0 0.2 0.3
H -0.3 -0.1 -0.4
C 2.2 1.3 0.9
H -0.3 0.5 -0.3
H -0.2 -0.3 -0.1
H 0.2 0.0 0.4
C -0.2 0.6 -0.9
O -1.3 0.6 0.3
C -1.3 -1.4 0.4
H 0.3 0.3 -0.4
H 0.1 0.2 -0.3
C 0.2 0.4 0.4
C -0.7 -0.1 0.0
H 0.4 0.0 0.1
H -0.2 0.2 0.0
H -0.6 0.3 -0.1
H -0.1 -0.3 -0.1
H -0.4 0.1 0.6
H 0.1 0.2 -0.3
H 0.1 -0.6 0.2
C -0.3 -0.3 0.2
C 0.3 -0.4 -0.1
H 0.2 -0.5 0.6
H 0.3 -0.3 0.1
H -0.1 0.0 0.7
H 0.0 0.6 0.0
O -1.2 -0.5 -0.2
H 0.6 0.4 0.0
H 0.2 0.3 0.4
C -1.0 0.4 0.2
C -0.9 -0.5 -1.7
O -0.9 -0.4 -0.3
H 0.4 0.7 -0.2
H 0.2 -0.1 0.0
H -0.1 -0.2 0.1
H -0.6 -0.3 0.3
C -0.2 0.3 -0.5
H 0.9 -0.5 0.5
H 0.2 -0.1 0.0
H 0.6 0.8 -0.1
H 0.8 0.0 0.1
H -0.3 0.4 0.0
H -0.2 0.2 0.5
O 0.0 1.5 -0.8
C -0.2 -0.9 0.1
H 0.5 0.5 -0.5
C 0.2 -0.9 0.4
N 0.5 0.2 0.3
C -0.9 -0.8 -0.4
H -0.1 0.2 0.1
H 0.1 0.2 -0.9
H -0.4 0.1 0.2
N 0.6 0.3 -1.0
H 0.1 -0.1 0.2
C -0.5 -0.4 -1.5
C 0.9 -0.1 0.2
O 0.2 0.2 -2.9
C -1.3 -2.0 1.1
H 0.4 0.3 0.0
H 0.2 -0.1 0.2
C -0.2 0.9 -0.9
H -0.2 0.6 -0.6
C -1.0 -1.0 -0.2
H -0.4 -0.5 0.3
H 0.1 0.0 0.4
C 0.7 0.5 0.9
H 0.2 -0.2 0.3
H 0.3 0.0 -0.4
H 0.1 0.1 -0.6
C 1.8 -1.7 -0.5
C -1.3 -0.1 -1.2
H 0.1 0.6 -0.8
H 0.3 0.1 -0.3
H 0.0 0.2 -0.1
C 0.6 0.5 0.8
H 0.1 0.2 0.0
H -0.1 0.2 -0.2
C -0.1 -0.6 -0.1
H 0.3 0.5 -0.3
H -0.5 0.2 -0.3
H -0.2 0.0 -0.3
C -0.5 -0.7 0.4
C 1.8 1.3 0.5
H 0.1 0.3 -0.3
H 0.8 -0.2 -0.7
C -0.8 0.7 -0.4
H 0.3 0.0 -0.1
C 0.2 -0.9 -1.7
H 0.0 -0.1 0.2
H -0.2 -0.4 0.2
H 0.0 -0.1 -0.3
N -0.2 0.6 -0.6
H 0.1 -0.3 0.0
C -1.6 0.2 -0.9
O 0.7 0.7 -0.3
O 1.4 1.2 -0.1
H -0.3 0.0 -0.4
H -0.4 0.3 0.0
H -0.2 0.1 -0.1
H 0.2 0.3 0.1
C -0.8 -0.1 1.5
C -0.3 -1.1 -0.1
H -0.3 0.5 -0.2
H -0.2 -0.2 -0.1
C -1.1 0.3 0.4
O -0.4 0.7 1.1
H 0.5 -0.1 0.2
H 0.2 0.0 -0.6
H 0.1 -0.1 0.5
H 0.1 0.0 0.5
H 0.1 0.3 -0.2
H -0.4 0.1 0.0
H -0.3 0.5 -0.5
H 0.2 0.6 0.0
C -0.3 -0.5 0.4
H -0.3 0.0 0.0
C 0.0 -1.8 -0.1
C 0.7 -0.7 0.1
H 0.4 0.6 0.4
H 0.0 -0.3 -0.2
H 0.4 -0.1 -0.2
H -0.4 0.3 0.1
H -0.3 0.2 -0.1
H 0.3 0.2 0.3
H 0.0 0.0 0.6
H -0.7 -0.6 -0.6
H -0.1 0.5 0.1
H -0.3 -0.5 0.0
H 0.3 0.1 -0.1
C 1.4 0.8 -0.5
H 0.1 0.4 -0.3
O -0.8 -0.5 0.4
C -0.2 0.4 0.8
C 0.7 0.1 0.1
N -0.1 -1.4 -1.4
C -0.2 -1.9 -1.3
H -0.2 -0.3 0.0
H 0.0 0.3 -0.3
N 0.8 -0.3 -0.7
H 0.0 0.4 -1.0
N -2.2 -3.2 -0.2
H 0.5 -0.3 0.0
C 2.0 0.6 1.0
O 1.1 0.7 -0.8
H -0.3 -0.3 -0.3
H -0.1 -0.1 0.2
H 0.0 -0.2 -0.2
H 0.5 0.1 0.0
H -0.2 -0.6 -0.3
H 0.0 0.0 0.0
H 0.8 -0.5 0.3
C 0.6 0.8 -1.3
O -1.0 0.9 0.9
H -0.1 -0.2 0.3
H 0.2 0.0 0.4
H -0.9 0.3 -0.1
O -0.7 0.9 1.4
H 0.4 -0.2 -0.1
H 0.7 0.3 -0.7
H -0.3 -0.4 -0.1
H -0.4 0.4 -0.1
H 0.3 0.1 -0.2
H 0.5 -0.4 0.3
H 0.3 -0.6 -0.9
C -0.2 0.2 -0.5
H -0.4 -0.2 -0.1
H 0.5 0.2 -0.1
H 0.0 0.2 -0.2
C -0.8 -0.2 0.1
C -0.5 -0.7 -0.5
H 0.1 -0.1 0.0
C 1.0 -0.3 -0.1
H 0.5 0.1 0.0
H 0.1 0.4 0.6
H 0.3 0.1 0.1
H -0.5 -0.3 0.0
C -0.5 -0.2 1.4
H -0.6 -0.1 -0.5
H 0.4 -0.3 0.0
C 0.2 0.4 1.1
H -0.4 0.4 0.5
C -0.8 -1.3 -0.7
H 0.4 0.1 0.7
H -0.1 0.2 -0.1
O -0.1 -1.2 0.5
N -0.4 -0.3 2.2
H 0.3 -0.2 -0.2
H 0.6 -0.4 0.3
C 0.2 -0.4 1.7
N 0.0 2.3 0.2
C 0.7 0.2 0.9
H 0.2 -0.4 0.8
H 0.5 0.0 0.5
C 0.7 0.4 -0.2
C 0.1 2.8 -0.1
H 0.1 -0.1 -0.3
C 0.2 -0.7 -1.6
C 0.1 -0.2 0.4
C -0.2 0.0 1.7
N 0.4 0.3 0.3
H -0.4 -0.3 -0.1
O -0.4 -0.2 -0.9
C 0.3 -0.7 0.2
C -0.7 -0.3 0.1
H -1.0 0.1 0.0
H -0.8 -0.5 -0.1
O -0.3 0.6 -0.2
H 0.0 -0.1 -0.2
C -0.1 0.2 1.3
H 0.4 -0.2 -0.3
H 0.2 0.1 -0.5
H -0.3 0.4 0.2
H 0.2 -0.4 0.4
H 0.0 -0.1 0.0
H -0.1 0.1 0.3
H -0.5 -0.4 -0.2
H -0.4 -0.3 -0.1
H 0.1 0.4 0.0
N -0.2 0.6 0.9
H -0.3 -0.4 0.0
H -0.3 0.0 -0.1
C 0.6 0.8 0.0

Calculated values
* max |F|: 3.87 eV/A
* relative energy (zero: lowest compared OMol25 entry of this formula, charge and spin): 104.1 kcal/mol
* charge: 0
* electronic energy: -132123.047 eV
* LUMO level: 0.15 eV
* Kohn-Sham gap: 8.6 eV